Entry 1:
ORCA calculation (ωB97M-V with the def2-TZVPD basis set) on a 11-piece molecular cluster, C25H58O25 overall in a non-equilibrium geometry.

```
! wB97M-V def2-TZVPD RIJCOSX def2/J DEFGRID3
* xyz 0 1
C 0.09 -4.12 0.04
O -1.31 -4.19 -0.04
H 0.54 -5.08 -0.29
H 0.42 -3.38 -0.74
H 0.52 -3.82 0.96
H -1.73 -3.68 0.68
C 0.06 -0.19 0.12
O 0.24 -0.46 -1.32
H -0.78 -0.75 0.50
H 0.89 -0.61 0.66
H -0.01 0.95 0.37
H 0.37 0.36 -1.82
C 3.85 -1.80 4.22
O 2.56 -1.52 3.57
H 4.20 -0.96 4.77
H 3.75 -2.75 4.78
H 4.54 -2.07 3.41
H 2.29 -0.63 3.68
C -3.38 1.55 -1.17
O -2.91 1.72 0.18
H -2.87 0.71 -1.62
H -4.45 1.27 -1.11
H -3.23 2.50 -1.70
H -2.00 1.98 0.09
C -3.73 -3.58 -2.84
O -4.60 -4.17 -1.93
C -4.94 -3.32 -0.92
O -4.83 -2.12 -0.92
O -5.26 -4.00 0.18
C -5.02 -5.38 0.25
H -4.23 -3.14 -3.67
H -3.08 -4.32 -3.16
H -3.10 -2.86 -2.34
H -3.95 -5.54 0.31
H -5.53 -6.01 -0.49
H -5.48 -5.56 1.21
C -0.76 4.28 -3.50
O -0.82 3.25 -4.50
C -0.81 2.02 -4.04
O -0.84 1.67 -2.88
O -0.99 1.19 -5.07
C -0.93 -0.24 -4.69
H 0.24 4.60 -3.40
H -1.22 3.89 -2.61
H -1.35 5.15 -3.90
H -1.60 -0.50 -3.84
H 0.09 -0.44 -4.44
H -1.10 -0.74 -5.59
C -4.19 -1.62 3.04
O -3.28 -2.01 4.00
C -2.16 -2.53 3.60
O -1.97 -2.90 2.44
O -1.32 -2.68 4.61
C 0.03 -3.17 4.28
H -5.05 -1.28 3.67
H -4.52 -2.50 2.42
H -3.81 -0.83 2.36
H 0.03 -4.19 4.00
H 0.63 -2.88 5.16
H 0.29 -2.61 3.35
C 4.33 -2.94 -1.20
O 4.75 -2.86 -2.62
C 4.80 -1.65 -3.17
O 4.28 -0.71 -2.69
O 5.33 -1.67 -4.35
C 5.23 -0.48 -5.13
H 3.88 -3.92 -1.09
H 3.59 -2.11 -0.98
H 5.25 -2.96 -0.63
H 5.96 -0.64 -5.92
H 5.52 0.44 -4.61
H 4.22 -0.39 -5.51
C 0.10 3.61 6.33
O 0.98 2.74 5.59
C 0.50 1.75 4.83
O 1.20 1.05 4.18
O -0.81 1.59 5.00
C -1.45 0.86 3.96
H -0.45 4.25 5.68
H 0.78 4.04 7.03
H -0.65 3.02 6.86
H -1.16 1.30 3.03
H -2.51 0.78 4.15
H -1.04 -0.20 4.02
C 1.69 2.84 2.06
O 1.19 3.59 0.90
C -0.11 3.88 0.86
O -0.59 4.46 -0.08
O -0.70 3.51 2.04
C -1.87 4.20 2.50
H 2.75 2.59 1.80
H 1.12 1.90 2.17
H 1.67 3.50 2.93
H -2.83 3.73 2.20
H -1.83 5.26 2.17
H -1.83 4.13 3.57
C 3.45 2.08 -1.43
O 3.86 2.91 -2.65
C 3.02 2.81 -3.68
O 2.00 2.21 -3.61
O 3.48 3.37 -4.77
C 2.69 3.18 -5.92
H 2.41 2.38 -1.23
H 4.18 2.29 -0.63
H 3.53 1.03 -1.66
H 2.46 2.11 -6.01
H 3.37 3.44 -6.75
H 1.75 3.71 -5.89
*
```

Properties
HOMO energy (eV): -9.51
Energy above the lowest of the compared OMol25 structures with the same formula, charge and spin (kcal/mol): 6.72
SMILES: COC(=O)OC.COC(=O)OC.COC(=O)OC.COC(=O)OC.COC(=O)OC.COC(=O)OC.COC(=O)OC.CO.CO.CO.CO
Electronic energy (eV): -78049.500


Entry 2:
ORCA calculation (ωB97M-V with the def2-TZVPD basis set) on C25H59BBrClN5O17P4S as an isolated structure in a non-equilibrium geometry.

```
! wB97M-V def2-TZVPD RIJCOSX def2/J DEFGRID3
* xyz 1 1
C 2.89 5.33 2.16
C 4.05 4.65 1.24
C 3.57 4.55 -0.30
O 2.34 3.80 -0.37
C 2.08 3.20 -1.63
B 2.87 1.74 -1.43
N 4.18 1.42 -2.12
O 2.40 0.72 -0.53
N 2.73 3.69 -2.88
Br 2.42 5.45 -3.45
C 2.12 2.94 -4.02
N 2.81 2.54 -5.08
C 2.14 1.76 -6.15
C 1.38 0.46 -5.64
O 1.85 -0.30 -4.79
Cl -0.26 0.00 -6.36
P 4.56 2.89 -5.33
S 4.89 4.71 -5.95
N 0.75 2.75 -3.60
C -0.35 3.12 -4.54
C 0.54 3.05 -2.12
C -0.29 1.76 -1.67
C -0.55 1.62 -0.09
C -2.12 1.39 0.18
C -2.25 0.33 1.42
C -3.54 0.58 2.34
N -3.48 2.00 2.86
C -0.48 4.27 -1.94
C -0.55 4.92 -0.49
O 0.24 5.87 -0.23
O -1.46 4.57 0.52
H 2.13 4.51 2.38
H 2.37 6.14 1.54
H 3.32 5.71 3.14
H 5.03 5.25 1.32
H 4.23 3.60 1.65
H 4.42 4.23 -0.99
H 3.32 5.64 -0.59
H 3.98 0.75 -2.88
H 4.79 0.90 -1.47
H 2.14 1.22 0.29
H 2.94 1.39 -6.90
H 1.44 2.43 -6.77
H 5.36 2.54 -4.19
H 4.99 2.03 -6.41
H -0.30 4.26 -4.70
H -0.29 2.65 -5.57
H -1.36 2.79 -4.11
H 0.19 0.78 -2.02
H -1.33 1.75 -2.17
H -0.05 0.63 0.24
H -0.09 2.43 0.55
H -2.62 0.85 -0.71
H -2.70 2.35 0.38
H -2.19 -0.75 1.04
H -1.32 0.51 2.06
H -4.50 0.40 1.76
H -3.45 -0.14 3.23
H -2.53 2.38 2.72
H -4.06 2.56 2.20
H -0.32 5.15 -2.67
H -1.54 3.90 -2.17
H -1.27 5.12 1.32
C -6.15 -0.39 6.94
O -6.46 -1.77 6.91
P -6.23 -2.55 5.53
O -4.84 -2.49 5.01
O -7.33 -1.93 4.56
C -8.68 -1.87 4.98
O -6.78 -4.02 5.84
C -5.83 -5.04 6.15
H -5.42 -0.20 7.74
H -5.74 -0.04 5.99
H -7.06 0.17 7.16
H -8.93 -0.84 5.23
H -8.87 -2.50 5.86
H -9.32 -2.21 4.16
H -6.26 -5.69 6.91
H -4.89 -4.63 6.52
H -5.64 -5.63 5.25
C 2.75 -1.15 -11.44
O 3.14 -1.75 -10.21
P 4.33 -1.05 -9.40
O 4.09 0.36 -9.03
O 5.62 -1.29 -10.32
C 5.91 -2.60 -10.79
O 4.57 -2.04 -8.17
C 3.99 -1.67 -6.93
H 1.68 -0.92 -11.39
H 3.30 -0.24 -11.65
H 2.92 -1.86 -12.25
H 5.66 -2.66 -11.85
H 5.35 -3.37 -10.25
H 6.98 -2.78 -10.66
H 3.64 -2.57 -6.42
H 3.15 -0.99 -7.06
H 4.76 -1.20 -6.31
C -0.79 -3.59 9.48
O -0.40 -4.76 8.76
P -1.42 -5.99 8.74
O -2.75 -5.68 8.20
O -1.42 -6.51 10.26
C -0.19 -6.77 10.91
O -0.60 -7.13 7.97
C -0.89 -7.33 6.59
H -0.77 -2.73 8.81
H -1.80 -3.69 9.90
H -0.08 -3.42 10.29
H 0.00 -5.97 11.63
H 0.65 -6.83 10.21
H -0.27 -7.72 11.44
H 0.03 -7.56 6.06
H -1.34 -6.45 6.13
H -1.57 -8.18 6.50
*
```

Properties
HOMO energy (eV): -10.86
Electronic energy (eV): -200368.896